[1]
# C6H11N3O

2 unconnected molecules or ions with the total composition C6H11N3O (ωB97M-V with the def2-TZVPD basis set, OMol25).

Results
HOMO-LUMO gap: 9.21 eV
Strongest force on any atom: 5.8 eV/A
Structure (SMILES): Cc1c[nH]cn1.CC(N)=O
HOMO energy: -8.48 eV
LUMO: 0.027 Eh
Total energy: -474.6463 a.u.
ΔE to the lowest compared entry with this formula, charge and spin: 314.68 kJ/mol

Each line ends with the natural charge from an NBO analysis.
CARTESIAN COORDINATES (ANGSTROEM)
C 2.9250 -1.1106 -0.5997  -0.631
C 2.0221 -0.0523 -0.9308  0.057
C 1.7638 1.2084 -0.3773  -0.093
N 0.9021 1.8660 -1.2822  -0.602
C 0.4987 0.8626 -2.2925  0.181
N 1.1298 -0.2610 -2.1916  -0.423
H 2.3562 -2.0180 -0.0752  0.219
H 3.7445 -0.6143 0.2547  0.210
H 3.4964 -1.5820 -1.3837  0.237
H 2.0858 1.4639 0.6403  0.239
H 0.2606 2.4380 -0.5953  0.415
H 0.0572 1.3365 -3.1034  0.193
C -1.7439 -0.6014 0.4331  -0.728
C -2.0308 -0.0435 1.7564  0.669
N -3.3648 -0.2913 2.2010  -0.823
O -1.3109 0.5776 2.5924  -0.618
H -1.7463 0.2488 -0.3131  0.247
H -2.4667 -1.2258 0.1071  0.220
H -0.9899 -1.3828 0.3934  0.262
H -3.6325 -0.0294 3.1099  0.398
H -3.9565 -0.7892 1.6563  0.371

=====

[2]
# CH2ClFO2

A molecular structure, CH2ClFO2 (ωB97M-V with the def2-TZVPD basis set, OMol25).

Results
HOMO-LUMO gap: 12.23 eV
Strongest force on any atom: 4.3 eV/A
HOMO energy: -11.77 eV
LUMO: 0.017 Eh
Total energy: -749.8169 a.u.
ΔE to the lowest compared entry with this formula, charge and spin: 114.72 kJ/mol

Each line ends with the natural charge from an NBO analysis.
CARTESIAN COORDINATES (ANGSTROEM)
C 0.0236 0.0812 0.0866  0.807
O 1.3238 0.1448 0.0576  -0.640
O -0.5325 1.2249 0.2083  -0.616
F -0.2735 -0.4897 -1.5167  -0.546
Cl -0.7769 -1.1746 1.0305  -0.032
H 1.6834 -0.7879 -0.1687  0.522
H -1.4477 1.0013 0.3024  0.505

=====

[3]
# C3H4BaO5

A molecular structure, C3H4BaO5 (ωB97M-V with the def2-TZVPD basis set, OMol25).

Results
HOMO-LUMO gap (spin up / spin down): 2.31 / 2.31 eV
Strongest force on any atom: 4.3 eV/A
HOMO energy (spin up / spin down): -4.90 / -4.90 eV
LUMO (spin up / spin down): -0.095 / -0.095 Eh
Total energy: -518.2903 a.u.

Each line ends with the Mulliken charge.
CARTESIAN COORDINATES (ANGSTROEM)
C -2.9999 -1.1026 0.4499  0.036
C -2.8833 -0.4589 -0.7426  -0.407
O -1.8617 0.4612 -1.0239  -0.331
C -0.7149 0.1322 -1.6200  0.583
O 0.2837 0.8393 -1.2336  -0.758
O -0.5745 -0.9701 -2.1716  -0.657
O -2.0641 -1.3744 1.3032  -0.726
H -3.9524 -1.6679 0.5368  0.245
H -3.5352 -0.6661 -1.5905  0.297
H 0.2976 -1.1437 0.8852  0.427
O 1.4672 -1.2529 0.9830  -0.688
H 1.6256 -1.9906 1.5750  0.294
Ba 2.8392 0.2571 -0.2693  1.684

=====

[4]
# C5H11NO4S

2 unconnected molecules or ions with the total composition C5H11NO4S (ωB97M-V with the def2-TZVPD basis set, OMol25).

Results
HOMO-LUMO gap: 10.14 eV
Strongest force on any atom: 0.5 eV/A
Structure (SMILES): N[C@@H](CCC(=O)O)C(=O)O.S
HOMO energy: -9.84 eV
LUMO: 0.011 Eh
Total energy: -951.0539 a.u.
ΔE to the lowest compared entry with this formula, charge and spin: 20.04 kJ/mol

Each line ends with the natural charge from an NBO analysis.
CARTESIAN COORDINATES (ANGSTROEM)
N -3.7414 0.1228 -0.0541  -0.814
C -2.3758 -0.1826 -0.4513  -0.151
C -1.3091 0.7820 0.1048  -0.400
C 0.0964 0.5214 -0.4257  -0.542
C 1.0882 1.5651 0.0548  0.793
O 0.8018 2.5204 0.7250  -0.564
O 2.3688 1.3620 -0.3308  -0.670
C -2.0143 -1.5981 -0.0444  0.794
O -1.2650 -2.3239 -0.6556  -0.601
O -2.5529 -1.9463 1.1389  -0.684
H -3.9643 1.0792 -0.3160  0.361
H -3.8287 0.0582 0.9557  0.367
H -2.3247 -0.1721 -1.5461  0.212
H -1.3091 0.7351 1.1998  0.220
H -1.6026 1.8043 -0.1584  0.227
H 0.0968 0.5256 -1.5260  0.231
H 0.4523 -0.4744 -0.1327  0.239
H 2.4335 0.5535 -0.8554  0.482
H -2.2396 -2.8459 1.3276  0.501
S 7.4792 -1.0810 0.0938  -0.285
H 7.3422 -0.4938 1.2924  0.145
H 6.3681 -0.5116 -0.3963  0.140

=====

[5]
# C4H6ClNS

A single C4H6ClNS molecule (ωB97M-V with the def2-TZVPD basis set, OMol25).

Results
HOMO-LUMO gap: 8.90 eV
Strongest force on any atom: 0.7 eV/A
Structure (SMILES): CN(C=S)/C=C\Cl
HOMO energy: -8.59 eV
LUMO: 0.011 Eh
Total energy: -1069.1172 a.u.
ΔE to the lowest compared entry with this formula, charge and spin: 56.24 kJ/mol

Each line ends with the natural charge from an NBO analysis.
CARTESIAN COORDINATES (ANGSTROEM)
C 0.7414 -1.6340 0.4348  -0.406
N 0.6573 -0.1861 0.2608  -0.415
C 1.7909 0.5215 0.0889  -0.058
S 1.9559 2.1371 -0.1497  -0.131
C -0.5726 0.4821 0.3665  -0.038
C -1.8088 0.0366 0.1419  -0.265
Cl -2.2735 -1.4977 -0.4875  -0.003
H 1.7438 -1.8678 0.7686  0.210
H 0.4867 -2.1541 -0.4892  0.216
H 0.0696 -1.9670 1.2401  0.219
H 2.6795 -0.0922 0.1000  0.194
H -0.4707 1.5125 0.7003  0.246
H -2.6613 0.7023 0.3449  0.231

=====

[6]
# C4H11N2

A molecular structure, C4H11N2 (ωB97M-V with the def2-TZVPD basis set, OMol25).

Results
HOMO-LUMO gap: 9.62 eV
Strongest force on any atom: 4.2 eV/A
Total charge: +1
HOMO energy: -13.70 eV
LUMO: -0.150 Eh
Total energy: -268.1213 a.u.
ΔE to the lowest compared entry with this formula, charge and spin: 482.02 kJ/mol

Each line ends with the natural charge from an NBO analysis.
CARTESIAN COORDINATES (ANGSTROEM)
C 0.2977 0.0337 2.3327  -0.282
C -0.6692 -0.3190 1.3153  -0.142
C 0.1047 0.7849 -2.4520  -0.442
C -0.5311 -0.5163 -0.1998  -0.259
N 0.5496 -1.4659 2.2095  -0.490
N 0.1798 0.5885 -0.9869  -0.535
H 1.0352 0.7001 2.1617  0.196
H -0.2027 0.0593 3.3008  0.243
H -1.6155 -0.5465 1.7879  0.253
H -0.8459 0.4384 -2.8115  0.239
H 0.2089 1.8981 -2.8471  0.266
H 0.9311 0.2284 -2.9054  0.239
H -1.4845 -0.7654 -0.6362  0.252
H 0.0056 -1.3869 -0.4216  0.233
H 1.1906 -1.6728 1.4589  0.313
H 1.2035 0.4494 -0.7318  0.453
H -0.3579 1.4920 -0.5745  0.464

=====

The highest total energy belongs to which entry? C4H11N2

=====

Which of these has the lowest total energy? C4H6ClNS